Entry 1:
Entry from the Open Molecules 2025 dataset: a single C4H9N3 molecule at a distorted geometry (ωB97M-V/def2-TZVPD).

Computed properties:
Spin multiplicity: 1
LUMO (eV): 0.936
Energy relative to the best compared isomer or geometry (same formula, charge and spin) (kcal per mole): 68.3
Kohn-Sham gap (eV): 8.22

```
16
Properties=species:S:1:pos:R:3:lowdin_charge:R:1
C 2.001 0.341 -0.166 -0.04
C 0.653 -1.563 -0.165 0.01
N 0.927 1.168 -0.039 -0.04
C -0.323 0.640 0.228 -0.34
C -0.476 -0.733 0.049 -0.38
N -1.435 1.513 0.302 0.07
N -1.758 -1.238 -0.225 0.07
H 0.930 2.040 -0.557 0.13
H -1.448 2.256 -0.390 0.08
H -1.583 1.927 1.214 0.08
H -1.953 -2.121 0.219 0.08
H -2.488 -0.556 -0.066 0.06
H 2.381 -0.115 0.731 0.06
H 2.735 0.619 -0.913 0.07
H 0.498 -2.391 -0.853 0.05
H 1.338 -1.787 0.632 0.03
```

=====

Entry 2:
Entry from the Open Molecules 2025 dataset: a single C4H9N3 molecule at a distorted geometry (ωB97M-V/def2-TZVPD).

Computed properties:
Spin multiplicity: 1
LUMO (eV): 0.795
SMILES: [H]/N=C/N(N)C(=C)C
Energy relative to the best compared isomer or geometry (same formula, charge and spin) (kcal per mole): 49.6
Kohn-Sham gap (eV): 9.10

```
16
Properties=species:S:1:pos:R:3:lowdin_charge:R:1
C -2.035 -0.020 -0.034 -0.08
C -0.605 -0.521 -0.007 -0.34
C -0.352 -1.823 0.037 0.03
C 1.750 0.251 0.027 -0.27
H -2.701 -0.919 -0.191 0.08
H -2.355 0.513 0.900 0.09
H -2.206 0.659 -0.869 0.06
H -1.242 -2.485 0.082 0.07
H 0.664 -2.232 -0.022 0.03
H 0.414 2.234 0.846 0.10
H 0.292 2.346 -0.804 0.08
H 2.268 1.208 0.152 0.12
H 3.340 -0.661 0.029 0.06
N 0.402 0.504 -0.063 -0.16
N 0.034 1.826 0.000 0.05
N 2.331 -0.883 -0.083 0.08
```

=====

Entry 3:
Entry from the Open Molecules 2025 dataset: 2 unconnected molecules or ions with the total composition C4H9N3 at a distorted geometry (ωB97M-V/def2-TZVPD).

Computed properties:
Charge: +2
Spin multiplicity: 1
LUMO (spin up / spin down) (eV): -12.870 / -12.872
Energy relative to the best compared isomer or geometry (same formula, charge and spin) (kcal per mole): 148.9
Kohn-Sham gap (spin up / spin down) (eV): 6.12 / 6.11

```
16
Properties=species:S:1:pos:R:3:lowdin_charge:R:1
C 1.737 -0.152 0.740 0.01
C 0.573 -2.009 -0.373 0.23
C 0.792 1.455 -0.445 -0.11
C -2.435 0.399 0.610 0.58
N 1.837 1.045 0.449 0.17
N 0.697 -0.772 -0.105 -0.14
N 0.073 0.209 -0.635 0.01
H 2.320 -0.721 1.429 0.16
H -0.077 -2.299 -1.315 0.19
H 1.115 -2.763 0.096 0.11
H 0.182 2.133 0.229 0.15
H 0.928 2.123 -1.314 0.17
H -1.787 1.200 0.281 0.04
H -3.467 0.279 0.413 0.09
H -2.087 -0.185 1.503 0.12
H -0.401 0.059 -1.564 0.21
```

=====

Entry 4:
Entry from the Open Molecules 2025 dataset: a single C4H9N3O molecule at a distorted geometry (ωB97M-V/def2-TZVPD).

Computed properties:
Spin multiplicity: 1
LUMO (eV): 0.734
SMILES: [H]/N=C(/C=C\N)NOC
Energy relative to the best compared isomer or geometry (same formula, charge and spin) (kcal per mole): 133.7
Kohn-Sham gap (eV): 8.88

```
17
Properties=species:S:1:pos:R:3:lowdin_charge:R:1
C 1.878 0.533 -1.146 -0.12
C -1.001 0.857 0.744 -0.49
C -1.636 -0.467 0.730 -0.11
C -1.087 -1.623 0.489 -0.13
H 2.182 0.186 -2.132 0.10
H 2.409 0.229 -0.229 0.10
H 1.967 1.689 -1.154 0.11
H 0.354 2.021 -0.092 0.17
H -1.044 2.780 1.690 0.10
H -2.591 -0.379 1.325 0.12
H -1.597 -2.605 0.944 0.15
H 0.096 -2.880 -0.716 0.04
H 0.702 -1.278 -0.842 0.02
N 0.226 0.965 0.183 0.04
N -1.468 1.724 1.611 0.08
N 0.089 -1.957 -0.374 0.05
O 0.522 0.205 -1.030 -0.23
```

=====

Entry 5:
Entry from the Open Molecules 2025 dataset: a single C4H9N3O molecule at a distorted geometry (ωB97M-V/def2-TZVPD).

Computed properties:
Spin multiplicity: 1
LUMO (eV): 0.846
SMILES: C=C(C/C=N\N)ON
Energy relative to the best compared isomer or geometry (same formula, charge and spin) (kcal per mole): 151.4
Kohn-Sham gap (eV): 8.88

```
17
Properties=species:S:1:pos:R:3:lowdin_charge:R:1
C 0.426 -0.609 1.247 -0.11
C 0.272 0.738 0.659 -0.23
N 0.473 0.710 -2.044 -0.04
N -0.691 -2.158 -0.855 -0.01
C -1.046 -0.813 0.934 -0.20
C 0.587 1.918 1.186 0.07
O -0.308 0.932 -0.919 -0.23
N -1.560 -1.456 -0.101 -0.04
H 1.437 1.023 -1.944 0.07
H 0.057 1.302 -2.764 0.08
H -1.160 -2.530 -1.676 0.08
H 0.114 -1.604 -1.162 0.06
H 1.091 -1.283 0.707 0.11
H 0.577 -0.615 2.330 0.13
H -1.782 -0.383 1.619 0.12
H 0.459 2.833 0.619 0.07
H 1.055 1.995 2.164 0.07
```

=====

Entry 6:
Entry from the Open Molecules 2025 dataset: 2 unconnected molecules or ions with the total composition C4H9N3O at a distorted geometry (ωB97M-V/def2-TZVPD).

Computed properties:
Spin multiplicity: 1
LUMO (spin up / spin down) (eV): 0.527 / 0.527
SMILES: CC(N)=O.N=C=CN
Energy relative to the best compared isomer or geometry (same formula, charge and spin) (kcal per mole): 96.6
Kohn-Sham gap (spin up / spin down) (eV): 7.45 / 7.45

```
17
Properties=species:S:1:pos:R:3:lowdin_charge:R:1
C 1.352 -1.077 -0.542 -0.23
C -1.658 1.374 -0.253 -0.01
C 0.536 -1.014 0.538 -0.29
C -0.190 1.661 -0.053 -0.46
N 1.262 -2.173 -1.423 0.01
N 0.362 0.948 1.120 0.09
N -0.552 -1.454 0.989 0.06
O 0.335 2.709 -0.367 0.07
H 2.372 -0.743 -0.393 0.10
H 1.801 -2.065 -2.271 0.07
H 0.296 -2.401 -1.625 0.07
H 1.211 1.375 1.470 0.12
H -0.237 0.549 1.836 0.10
H -0.806 -1.621 1.954 0.05
H -1.808 0.325 -0.504 0.07
H -2.029 1.951 -1.097 0.08
H -2.249 1.655 0.622 0.09
```